(1)
Below is an isolated molecule of C2H6N2S at a distorted geometry, with properties calculated with the ωB97M-V functional and the def2-TZVPD basis.

```
11
Properties=species:S:1:pos:R:3:mulliken_charge:R:1
N 2.692 -0.572 0.033 -0.62
C 1.720 0.612 0.071 -0.23
C 0.373 -0.066 0.062 -0.14
N -0.692 0.575 -0.195 -0.37
S -2.126 -0.261 0.048 -0.14
H 2.622 -1.106 -0.839 0.22
H 3.612 -0.182 0.031 0.22
H 1.839 1.404 -0.678 0.27
H 1.902 1.158 1.050 0.23
H 0.432 -1.147 0.167 0.42
H -2.954 0.757 -0.153 0.15
```

Values from the calculation:
- E_HOMO (Eh) = -0.3228
- 2S+1 = 1
- SMILES = NC/C=N/S

(2)
Below is a structure of composition C59H52AsIrNO2PS at a distorted geometry, with properties calculated with the ωB97M-V functional and the def2-TZVPD basis.

```
118
Properties=species:S:1:pos:R:3:lowdin_spin:R:1
Ir 0.231 -0.441 0.059 0.57
O -1.102 -1.491 -1.008 0.07
C -0.883 -2.816 -1.466 0.00
C -0.448 -3.673 -0.266 0.00
C 0.928 -3.464 0.307 0.00
C 1.695 -4.592 0.567 0.00
C 2.936 -4.465 1.153 0.00
C 3.395 -3.193 1.439 0.00
C 2.615 -2.089 1.143 0.00
C 3.234 -0.725 1.324 0.00
C 2.388 0.275 2.117 0.01
O 1.164 0.562 1.444 0.22
C 3.092 1.631 2.230 0.01
C 2.425 2.682 2.857 0.00
C 3.015 3.926 2.984 0.00
C 4.288 4.148 2.472 0.00
C 4.955 3.117 1.837 0.00
C 4.359 1.865 1.715 0.00
C 2.176 -0.341 3.506 0.00
C 1.222 -1.325 3.711 0.00
C 1.065 -1.934 4.947 0.00
C 1.878 -1.569 6.008 0.00
C 2.849 -0.596 5.815 0.00
C 2.999 0.010 4.576 0.00
N 1.377 -2.237 0.609 0.00
C -2.273 -3.332 -1.916 0.00
C -2.593 -3.565 -3.251 0.00
C -3.882 -3.925 -3.629 0.00
C -4.878 -4.075 -2.679 0.00
C -4.570 -3.874 -1.341 0.00
C -3.288 -3.506 -0.971 0.00
C 0.101 -2.865 -2.626 0.00
C 1.055 -3.863 -2.757 0.00
C 1.950 -3.859 -3.821 0.00
C 1.886 -2.865 -4.782 0.00
C 0.918 -1.873 -4.676 0.00
C 0.043 -1.877 -3.607 0.00
H -0.542 -4.729 -0.518 0.00
H -1.166 -3.476 0.532 0.00
H 1.297 -5.563 0.305 0.00
H 3.541 -5.335 1.367 0.00
H 4.367 -3.040 1.886 0.00
H 3.430 -0.314 0.336 0.00
H 4.192 -0.851 1.828 0.00
H 1.437 2.519 3.254 0.00
H 2.480 4.727 3.478 0.00
H 4.755 5.120 2.572 0.00
H 5.947 3.276 1.435 0.00
H 4.909 1.079 1.215 0.00
H 0.600 -1.629 2.885 0.00
H 0.311 -2.701 5.080 0.00
H 1.762 -2.041 6.974 0.00
H 3.493 -0.303 6.634 0.00
H 3.759 0.769 4.447 0.00
H -1.837 -3.475 -4.015 0.00
H -4.100 -4.093 -4.676 0.00
H -5.882 -4.351 -2.975 0.00
H -5.331 -4.004 -0.582 0.00
H -3.088 -3.346 0.081 0.00
H 1.122 -4.662 -2.030 0.00
H 2.697 -4.638 -3.894 0.00
H 2.582 -2.862 -5.610 0.00
H 0.855 -1.089 -5.421 0.00
H -0.701 -1.095 -3.528 0.00
S 2.022 -0.608 -1.552 0.08
C 1.858 0.606 -2.803 0.01
C 2.887 0.758 -3.741 0.01
C 2.751 1.668 -4.771 0.00
C 1.599 2.442 -4.907 0.01
C 0.572 2.298 -3.992 0.00
C 0.727 1.398 -2.946 0.00
As -0.552 1.219 -1.546 0.00
C -2.327 1.374 -2.270 0.00
C -2.828 2.625 -2.617 0.00
C -4.042 2.706 -3.285 0.00
C -4.750 1.556 -3.601 0.00
C -4.256 0.310 -3.237 0.00
C -3.042 0.216 -2.574 0.00
C -0.224 2.921 -0.644 0.00
C -1.210 3.650 0.003 0.00
C -0.879 4.806 0.699 0.00
C 0.441 5.224 0.764 0.00
C 1.431 4.490 0.126 0.00
C 1.101 3.344 -0.576 0.00
H 3.775 0.144 -3.661 0.00
H 3.552 1.772 -5.493 0.00
H 1.508 3.153 -5.716 0.00
H -0.334 2.887 -4.089 0.00
H -2.286 3.530 -2.375 0.00
H -4.430 3.677 -3.564 0.00
H -5.687 1.630 -4.136 0.00
H -4.809 -0.591 -3.470 0.00
H -2.665 -0.754 -2.275 0.00
H -2.244 3.339 -0.044 0.00
H -1.656 5.374 1.193 0.00
H 0.699 6.122 1.310 0.00
H 2.465 4.807 0.177 0.00
H 1.885 2.776 -1.064 0.00
C -1.900 -1.322 2.760 0.00
P -1.748 -0.109 1.408 0.00
C -3.306 -0.399 0.545 0.00
C -2.007 1.404 2.357 0.00
C -1.046 1.740 3.306 0.00
C -1.248 2.820 4.149 0.00
C -2.413 3.569 4.046 0.00
C -3.365 3.249 3.090 0.00
C -3.163 2.171 2.240 0.00
H -1.089 -1.195 3.464 0.00
H -1.874 -2.337 2.359 0.00
H -2.842 -1.156 3.284 0.00
H -4.116 -0.445 1.275 0.00
H -3.227 -1.325 -0.004 0.00
H -3.514 0.390 -0.173 0.00
H -0.142 1.151 3.380 0.00
H -0.500 3.074 4.890 0.00
H -2.580 4.403 4.716 0.00
H -4.270 3.836 3.005 0.00
H -3.912 1.934 1.496 0.00
```

Values from the calculation:
- ⟨S²⟩ = 0.76
- E_HOMO (spin up / spin down) (Eh) = -0.3654 / -0.3640
- total charge = +1
- 2S+1 = 2

What did we get for DFT total energy? Answer: -587.45231 -5564.24553 hartree, in the order shown.